(1)
# C26H28LaN2S2Si

C26H28LaN2S2Si as an isolated structure in a non-equilibrium geometry (ωB97M-V/def2-TZVPD, OMol25).

Each line ends with the Mulliken charge.
Atoms and positions in Å:
1 C 0.06954 2.10300 0.50024  -0.406
2 C 0.07712 1.94042 -0.91666  -0.872
3 C -1.27118 1.79177 -1.35201  -0.289
4 H 0.96101 2.00412 -1.54935  0.526
5 C -2.12223 1.84038 -0.20687  -0.956
6 C -1.29132 2.02540 0.94714  -0.632
7 H -1.62817 2.13292 1.98772  0.538
8 H 0.94187 2.32489 1.11667  0.530
9 H -1.60988 1.76212 -2.38326  0.713
10 H -3.21044 1.81363 -0.18969  0.478
11 La -0.79300 -0.39055 0.14827  0.794
12 C 1.54913 -1.64925 -3.02273  -1.242
13 H 1.82796 -1.06979 -2.10393  0.371
14 H 1.13852 -2.59098 -2.65277  0.355
15 H 2.43909 -1.80704 -3.69267  0.434
16 Si 0.10118 -1.29516 -4.78686  0.320
17 C 1.58194 -1.26738 -5.95334  -0.106
18 C 2.38468 -0.12013 -6.13273  0.223
19 H 2.10423 0.83780 -5.66966  0.397
20 C 3.54961 -0.21813 -6.91904  -0.581
21 H 4.20037 0.65283 -7.02578  0.366
22 C 3.89586 -1.43153 -7.53273  -0.386
23 H 4.81842 -1.49828 -8.13374  0.356
24 C 3.07826 -2.55792 -7.35270  -0.604
25 H 3.36483 -3.50454 -7.80401  0.380
26 C 1.91360 -2.48474 -6.57191  -0.414
27 H 1.27392 -3.36009 -6.41912  0.309
28 C -1.18884 -0.15087 -5.46197  0.222
29 C -1.10366 0.26472 -6.81326  -0.220
30 H -0.26509 -0.05122 -7.43453  0.329
31 C -2.07309 1.09462 -7.39328  -0.742
32 H -2.02557 1.35968 -8.45558  0.379
33 C -3.12359 1.58973 -6.60933  -0.436
34 H -3.84895 2.29126 -7.03291  0.364
35 C -3.23594 1.18280 -5.27163  -0.534
36 H -4.08494 1.54342 -4.67857  0.360
37 C -2.28700 0.32085 -4.70531  -0.126
38 H -2.40265 0.02806 -3.66198  0.224
39 H 0.78492 -0.76217 -3.44949  0.217
40 H -0.21342 -2.67164 -4.13506  -0.209
41 C 1.20104 0.31448 3.35123  -0.920
42 C 0.33050 -0.87799 3.42992  0.513
43 N -0.34838 -1.34928 2.36474  -0.077
44 C -1.07149 -2.52496 2.70184  0.266
45 C -0.93375 -2.89123 4.01711  -0.432
46 S 0.10280 -1.78436 4.87025  -0.115
47 C -1.80968 -3.16899 1.64827  -0.134
48 C -2.38703 -4.41679 1.55542  -0.323
49 S -3.17010 -4.66370 0.00931  -0.111
50 C -2.65696 -3.08540 -0.49652  0.600
51 N -1.98130 -2.42697 0.45914  -0.291
52 C -2.93739 -2.45108 -1.81825  -0.881
53 H 1.81910 0.34128 4.25843  0.452
54 H 1.86678 0.26952 2.47061  0.193
55 H 0.59898 1.23955 3.32306  0.192
56 H -1.40961 -3.76585 4.46346  0.399
57 H -2.38951 -5.13075 2.36724  0.421
58 H -2.06969 -2.55267 -2.49936  0.115
59 H -3.79718 -2.96977 -2.26870  0.516
60 H -3.21192 -1.38662 -1.68212  0.184

Results
LUMO energy (alpha / beta) (eV): -3.20 / -3.01
Energy above the lowest of the compared OMol25 structures with the same formula, charge and spin (eV): 0.0000
Spin multiplicity: 1
Net charge: +1
Total energy (Eh): -2234.1519
Gap between HOMO and LUMO (alpha / beta) (eV): 4.310 / 4.790

***

(2)
# C5H14

A 2-piece molecular cluster, C5H14 overall in a non-equilibrium geometry (ωB97M-V/def2-TZVPD, OMol25).

Each line ends with the Mulliken charge.
Atoms and positions in Å:
1 C 0.45344 1.28108 -1.16534  -0.158
2 C 1.61986 2.01407 -0.44645  -1.249
3 C 0.80036 -0.22860 -1.25167  -0.837
4 H -0.37354 1.53110 -0.54850  0.183
5 H 0.30743 1.81228 -2.11750  0.373
6 H 1.89175 3.00443 -0.88715  0.312
7 H 1.11896 -0.56167 -2.31772  0.326
8 H 1.63842 -0.62574 -0.58704  0.314
9 H 2.46435 1.43000 -0.63942  0.356
10 H 1.45796 2.03634 0.56651  0.354
11 H -0.03269 -0.78922 -0.74892  -0.030
12 C -2.10671 -1.09950 1.03825  -0.755
13 C -0.79541 -1.62930 1.41258  -0.993
14 H -2.18371 -0.58699 0.10820  0.351
15 H -2.71924 -1.93750 0.99745  0.301
16 H -2.43360 -0.50782 1.97589  0.206
17 H -0.32305 -2.31872 0.77418  0.384
18 H -0.01893 -0.72669 1.50780  0.138
19 H -0.76562 -2.09755 2.32881  0.424

Results
LUMO energy (eV): 1.15
Energy above the lowest of the compared OMol25 structures with the same formula, charge and spin (eV): 1.5040
Spin multiplicity: 1
Total energy (Eh): -198.8339
Gap between HOMO and LUMO (eV): 12.033
Structure (SMILES): CCC.CC

***

What did the second record say?
# C5H14

A 2-piece molecular cluster, C5H14 overall in a non-equilibrium geometry (ωB97M-V/def2-TZVPD, OMol25).

Each line ends with the Mulliken charge.
Atoms and positions in Å:
1 C 0.45344 1.28108 -1.16534  -0.158
2 C 1.61986 2.01407 -0.44645  -1.249
3 C 0.80036 -0.22860 -1.25167  -0.837
4 H -0.37354 1.53110 -0.54850  0.183
5 H 0.30743 1.81228 -2.11750  0.373
6 H 1.89175 3.00443 -0.88715  0.312
7 H 1.11896 -0.56167 -2.31772  0.326
8 H 1.63842 -0.62574 -0.58704  0.314
9 H 2.46435 1.43000 -0.63942  0.356
10 H 1.45796 2.03634 0.56651  0.354
11 H -0.03269 -0.78922 -0.74892  -0.030
12 C -2.10671 -1.09950 1.03825  -0.755
13 C -0.79541 -1.62930 1.41258  -0.993
14 H -2.18371 -0.58699 0.10820  0.351
15 H -2.71924 -1.93750 0.99745  0.301
16 H -2.43360 -0.50782 1.97589  0.206
17 H -0.32305 -2.31872 0.77418  0.384
18 H -0.01893 -0.72669 1.50780  0.138
19 H -0.76562 -2.09755 2.32881  0.424

Results
LUMO energy (eV): 1.15
Energy above the lowest of the compared OMol25 structures with the same formula, charge and spin (eV): 1.5040
Spin multiplicity: 1
Total energy (Eh): -198.8339
Gap between HOMO and LUMO (eV): 12.033
Structure (SMILES): CCC.CC

***

Question: energy above the lowest of the compared OMol25 structures with the same formula, charge and spin of number 2 (C5H14)?
Answer: 1.5040 eV